[1]
Entry from OMol25: C47H59BMoN6O3S3 as an isolated structure (ωB97M-V with the def2-TZVPD basis set).

Geometry (Å):
C (6.332, -2.896, -2.617)
C (5.154, 0.278, 3.546)
H (-0.690, 4.612, 0.486)
C (1.425, 4.227, 0.141)
H (3.918, -1.932, 4.615)
C (2.486, 0.155, -2.341)
H (0.087, -4.815, 3.627)
H (2.152, -5.258, 4.887)
H (2.174, -6.190, -2.813)
H (2.868, 4.347, 1.776)
H (-0.032, -5.491, -1.744)
C (1.897, 4.763, 1.499)
S (-0.928, -0.723, -1.359)
H (3.447, 4.121, -0.679)
C (4.032, -0.545, 3.004)
C (1.681, -3.403, 3.897)
C (3.511, -1.630, 3.659)
H (5.766, -2.516, 0.072)
C (-4.449, 1.312, -1.422)
B (1.781, -0.735, -0.114)
C (0.293, -4.509, -1.426)
C (2.680, -4.483, 4.332)
C (-3.600, 1.707, 2.789)
H (-5.411, 4.362, 3.874)
C (3.011, -5.854, -2.198)
H (3.457, -4.091, 4.989)
N (1.168, -2.130, -0.562)
H (1.033, -7.072, -0.703)
H (1.181, 4.524, 2.286)
H (-3.552, 3.815, 2.368)
H (5.962, 0.369, 2.819)
C (-0.539, -3.434, -1.586)
H (4.810, 1.285, 3.784)
O (-1.434, 2.467, 2.026)
H (1.995, 5.848, 1.451)
H (-3.811, 1.919, -3.381)
H (0.530, -3.499, 5.722)
C (7.396, -0.642, -2.345)
H (2.602, -7.534, -0.074)
H (1.552, -6.492, 0.886)
H (-1.017, 2.573, -0.214)
H (0.991, -4.489, 2.143)
C (3.779, -5.099, 0.067)
H (6.149, -2.731, -3.680)
C (-2.449, 1.482, 1.821)
H (-0.170, -3.303, 2.747)
H (-4.844, 0.825, 0.631)
H (5.586, -3.600, -2.245)
H (5.342, -0.238, -4.049)
O (-0.492, 0.091, 1.571)
C (-0.027, -2.192, -1.134)
H (2.739, 1.997, -4.508)
C (2.955, 0.946, -4.700)
H (3.483, -4.817, 1.078)
H (2.587, 5.621, -1.034)
C (4.606, -0.300, -3.261)
H (-5.430, 1.001, -1.754)
C (-5.724, 2.327, 4.485)
N (4.045, -1.063, -1.088)
S (3.736, 1.366, 1.050)
H (-0.238, 4.540, -1.227)
H (1.810, -2.293, 5.784)
H (2.167, 4.147, -1.909)
C (-3.540, 1.827, -2.338)
C (0.088, 4.862, -0.235)
H (-2.101, -4.549, -2.513)
C (-1.799, 0.068, 1.849)
H (-3.941, -0.330, 3.390)
H (4.464, -5.944, 0.131)
H (7.394, -0.556, -3.432)
C (2.565, -5.497, -0.772)
H (-6.547, 2.563, 5.146)
H (7.500, -2.325, -0.215)
C (2.401, -2.315, 3.124)
C (-4.123, 1.212, -0.077)
N (1.990, -3.168, -0.466)
C (-4.036, 3.026, 2.930)
H (8.368, -1.045, -2.062)
C (4.934, -0.950, -2.053)
C (1.349, 2.739, 0.246)
H (5.556, -0.176, 4.449)
C (2.112, 1.716, 0.559)
H (6.524, -0.925, 0.232)
C (-1.904, -3.533, -2.179)
Mo (0.346, 0.959, 0.037)
O (-2.393, -0.959, 2.021)
C (1.887, -6.713, -0.129)
H (0.338, -1.975, 4.850)
H (4.310, -4.254, -0.368)
N (2.858, -0.499, -1.243)
C (1.584, -4.344, -0.874)
H (3.740, -6.663, -2.163)
C (-1.961, 2.126, -0.555)
C (2.473, 4.541, -0.937)
H (3.160, -4.953, 3.473)
H (-1.579, 2.661, -2.601)
N (2.461, -0.988, 1.270)
C (-4.247, 0.699, 3.495)
H (3.475, -4.997, -2.691)
C (1.056, -2.745, 5.137)
H (3.747, 0.886, -5.444)
C (3.364, 0.253, -3.445)
C (0.580, -4.035, 3.046)
H (7.315, -3.356, -2.517)
C (-2.877, 1.628, 0.369)
H (-2.657, -3.256, -1.440)
C (3.399, -0.199, 1.791)
C (-2.290, 2.236, -1.902)
C (6.525, -1.855, -0.342)
H (-1.298, 2.557, 2.977)
H (2.051, 0.497, -5.113)
H (0.192, 5.946, -0.262)
C (-5.303, 1.016, 4.340)
C (6.295, -1.578, -1.828)
H (7.313, 0.357, -1.915)
H (-2.011, -2.857, -3.027)
S (0.905, 0.910, -2.376)
H (-5.799, 0.225, 4.886)
C (-5.087, 3.335, 3.774)
N (1.930, -2.005, 1.941)

The HOMO energy (alpha / beta) comes out at -12.9 / -12.9 eV. Its spin multiplicity is 3. The value obtained for the gap between HOMO and LUMO (alpha / beta) is 7.1262 / 5.3093 eV. Its charge is +2.



[2]
Entry from OMol25: C47H59N10SV as an isolated structure (ωB97M-V with the def2-TZVPD basis set).

Geometry (Å):
H (0.812, -3.355, -2.454)
H (-2.028, 0.433, 5.193)
C (-0.963, -1.248, 2.631)
H (-0.589, -2.040, 1.999)
H (0.125, 3.904, -3.410)
V (0.111, 0.640, 0.440)
H (-4.069, -2.418, 1.499)
N (-1.537, 0.755, 3.152)
H (-1.322, -5.655, -4.414)
C (1.080, -2.450, 0.438)
C (-1.073, -4.253, -2.820)
C (-0.193, 3.366, -1.376)
N (-0.729, 2.579, 0.869)
H (-1.130, 1.391, -5.092)
H (1.182, 0.068, 4.135)
H (3.669, -1.160, -2.247)
C (-3.195, -5.197, -3.496)
H (2.172, 4.399, -2.347)
C (3.148, -2.043, -1.869)
C (-1.330, 3.006, 2.026)
N (-1.500, 0.278, -0.856)
H (1.170, 1.117, 1.892)
H (4.266, 2.635, -2.134)
H (6.160, -0.961, 2.979)
C (-3.547, 4.597, 5.449)
C (3.258, 2.527, -1.776)
H (3.992, -4.466, 0.500)
C (2.226, 3.424, -1.894)
H (-3.107, 3.658, 0.267)
H (0.240, -2.837, -4.802)
H (4.060, -4.688, -1.254)
C (4.997, -1.776, 1.361)
N (-1.779, 1.328, -4.323)
H (2.117, -1.756, -1.673)
H (-2.745, 1.271, -2.165)
C (-2.184, 4.912, 3.338)
C (-1.788, 2.170, 3.070)
C (3.024, 0.020, 2.070)
H (3.508, 2.717, 2.920)
C (2.087, 1.146, 2.477)
C (-1.855, 4.433, -2.788)
C (-0.583, 3.920, -2.590)
C (-2.249, 5.062, -4.098)
H (-1.087, 5.066, 1.525)
H (3.145, -2.783, -2.675)
C (-2.753, 4.064, 4.288)
C (-3.953, -2.942, -0.581)
H (-2.009, 6.128, -4.123)
C (3.586, -4.115, -0.452)
N (1.422, -1.104, 0.575)
H (-1.394, -2.143, 4.624)
C (-1.823, -5.092, -3.636)
C (1.620, 1.045, 3.930)
C (-1.713, -3.513, -1.801)
H (-3.322, 4.967, -4.274)
H (-2.602, -1.835, 0.706)
H (-3.779, -0.912, -1.284)
H (1.932, 3.301, 2.359)
C (-2.749, 4.326, -1.723)
C (-3.106, -3.642, -1.635)
H (4.933, -2.570, -0.905)
H (-4.295, 5.322, 5.122)
H (-2.196, 2.224, -4.103)
C (3.869, -2.618, -0.647)
C (-1.172, 0.695, -3.229)
N (1.433, 1.667, -0.788)
C (-3.819, -4.468, -2.503)
H (0.933, -5.749, -1.685)
H (-5.308, -1.246, -0.452)
C (0.078, -3.095, -0.196)
H (-1.729, 4.591, -4.935)
H (0.069, -4.171, -0.051)
C (-1.508, 4.394, 2.262)
C (-1.377, -1.293, 3.965)
H (1.706, -3.134, 1.010)
H (0.395, -4.553, -5.229)
H (-2.906, 5.099, 6.178)
H (2.520, -4.332, -0.475)
N (-1.053, -0.019, 2.143)
H (-2.742, -3.535, 1.135)
H (-2.280, 5.988, 3.441)
H (-4.070, 3.793, 5.969)
C (-4.565, -1.655, -1.142)
C (-2.375, 3.750, -0.525)
C (2.704, 1.444, -1.080)
H (4.418, 0.718, 3.521)
N (1.144, 2.886, -1.292)
C (5.225, -0.936, 2.434)
H (3.167, 0.525, -0.767)
H (-3.770, -5.840, -4.153)
C (-3.295, -2.669, 0.767)
H (-3.767, 4.682, -1.841)
C (0.418, -4.151, -3.082)
H (-2.988, 2.041, 4.841)
H (-4.779, -3.635, -0.388)
N (-0.972, -2.635, -0.983)
C (2.693, 2.528, 2.218)
C (3.803, -1.778, 0.640)
H (0.748, -6.277, -3.359)
H (-1.175, -1.633, -1.018)
C (-2.533, 2.711, 4.125)
H (3.089, 2.616, 1.208)
H (1.801, -3.651, -4.664)
H (-5.044, -1.827, -2.107)
H (0.880, 1.819, 4.148)
H (-2.310, 0.484, -0.277)
H (2.195, -5.384, -2.870)
H (5.790, -2.441, 1.030)
S (0.280, -0.130, -3.429)
H (2.465, 1.188, 4.607)
C (4.239, -0.010, 2.736)
C (0.723, -3.777, -4.533)
C (-1.716, 0.000, 4.262)
N (-1.849, 0.810, -2.108)
C (-1.076, 3.251, -0.288)
C (2.714, -0.959, 1.075)
C (1.116, -5.466, -2.723)
H (-4.894, -4.551, -2.371)

The HOMO energy (alpha / beta) comes out at -2.8 / -3.1 eV. Its spin multiplicity is 4. The value obtained for the gap between HOMO and LUMO (alpha / beta) is 5.2150 / 5.5287 eV. Its charge is -1.



[3]
Entry from OMol25: C47H60BrCsN5O10PS2Si as an isolated structure in a non-equilibrium geometry (ωB97M-V with the def2-TZVPD basis set).

Geometry (Å):
C (3.059, -0.933, -7.405)
H (5.345, -2.415, -1.580)
C (0.757, 4.991, 0.116)
C (1.544, -0.959, 6.256)
C (2.895, -1.950, -6.480)
H (6.273, -5.132, -1.581)
H (-0.870, -1.495, -5.550)
H (8.494, -2.974, 0.420)
C (-0.980, 0.272, -4.346)
H (3.625, -1.104, -8.312)
H (5.904, -5.708, 0.041)
S (-2.687, -2.434, 0.499)
H (8.383, -4.309, -0.721)
C (-1.449, -0.608, -5.321)
C (6.471, -1.496, 2.349)
C (5.052, -4.351, 2.685)
H (3.843, -3.002, 3.891)
O (1.611, 0.374, 8.593)
H (8.370, -2.575, 2.650)
C (4.613, -3.759, 4.030)
N (1.699, 1.080, 7.608)
N (-0.778, 2.134, -1.921)
C (6.374, -2.560, -1.252)
S (-4.488, -0.146, 1.381)
C (3.854, -5.163, 2.160)
H (-2.983, -1.090, -6.730)
C (-0.700, 3.407, -1.184)
C (1.527, -1.534, 5.001)
H (0.741, 5.814, -0.606)
H (5.436, -3.308, 4.586)
H (1.827, 4.298, -2.315)
H (4.188, -4.555, 4.648)
H (6.489, -5.902, 2.073)
C (-0.893, -2.308, -2.704)
H (6.781, -1.583, -1.002)
O (1.963, 0.780, 1.565)
O (1.812, 2.287, 7.635)
H (2.410, -1.805, -2.156)
H (1.668, -1.311, 2.872)
H (2.609, 1.116, -7.872)
C (1.636, -0.806, 3.828)
H (-1.774, -1.821, -3.098)
H (7.118, -4.807, 3.303)
C (-1.163, 4.449, -2.211)
H (5.916, -6.023, 3.732)
C (7.630, -2.009, 3.219)
C (-5.206, -4.052, 0.626)
H (4.712, -0.231, 2.652)
C (1.445, -2.302, -2.166)
H (8.075, -4.589, 0.992)
H (-3.216, -1.253, -1.422)
C (-1.363, 2.377, -3.015)
H (-1.931, 5.127, -1.841)
H (1.783, 2.281, 5.187)
O (1.614, 2.650, 2.758)
C (7.931, -3.876, 0.177)
N (1.375, -3.005, 4.917)
H (1.329, 1.499, -5.815)
C (1.767, 0.524, -5.999)
H (2.030, -2.548, -4.617)
N (-5.184, -5.171, 0.338)
C (-2.908, 1.667, -4.778)
H (8.146, -1.148, 3.657)
H (3.331, -2.925, -6.660)
C (1.657, 0.419, 6.279)
H (-2.116, -1.641, 3.172)
H (5.087, -1.233, 4.059)
C (6.218, -5.316, 2.952)
C (2.162, -1.736, -5.319)
H (7.292, -2.637, 4.045)
H (7.831, -0.949, 0.703)
C (-2.632, -0.376, -5.997)
H (1.465, -1.545, 7.156)
H (4.012, 0.954, -0.771)
H (0.802, 2.882, 0.193)
O (-2.182, -0.750, 3.547)
H (1.711, 2.541, -2.154)
C (-5.320, -2.686, 0.996)
C (5.523, -0.668, 3.235)
H (-4.293, 0.962, -6.247)
H (4.032, -5.619, 1.188)
O (1.462, -3.638, 5.951)
C (1.584, -0.498, -5.064)
O (1.174, -3.487, 3.825)
C (1.811, 3.473, -1.596)
H (2.957, -4.549, 2.089)
C (1.310, -3.537, -1.553)
C (-6.635, -2.285, 1.357)
C (0.069, -4.159, -1.509)
C (5.795, -4.860, -0.634)
H (-0.051, -5.105, -0.996)
H (-0.077, 5.125, 0.808)
Cs (-0.226, -0.167, 0.764)
C (-1.033, -3.537, -2.071)
P (0.642, -0.051, -3.545)
H (2.775, 3.457, -1.086)
C (6.452, -3.578, -0.103)
Br (3.643, -2.042, 0.726)
C (7.046, -0.509, 1.320)
C (0.688, 3.637, -0.584)
C (1.784, 1.437, 2.634)
O (-1.728, 3.667, -3.279)
C (2.489, 0.310, -7.159)
H (7.496, 0.327, 1.865)
H (6.099, 0.155, 3.669)
O (-3.568, -0.585, -2.045)
H (3.499, 1.233, 0.635)
H (-0.334, 5.030, -2.625)
H (-2.852, -0.356, 2.945)
H (1.674, 5.068, 0.698)
H (2.168, -3.996, -1.079)
H (6.942, -2.953, -2.102)
C (1.728, 1.205, 5.143)
Si (5.556, -2.946, 1.479)
O (4.295, 1.327, 0.071)
C (-4.238, -1.804, 0.980)
H (6.268, -0.091, 0.680)
H (3.644, -5.967, 2.872)
H (-1.419, 3.347, -0.359)
N (-7.727, -2.034, 1.638)
H (-4.017, 0.002, -1.419)
H (4.732, -4.716, -0.834)
C (-1.733, 1.414, -4.072)
H (-3.473, 2.559, -4.550)
H (-2.015, -3.979, -1.975)
C (1.724, 0.577, 3.901)
C (-3.363, 0.772, -5.727)
C (0.348, -1.686, -2.778)

The HOMO energy comes out at -2.1 eV. The value obtained for the gap between HOMO and LUMO is 4.8834 eV. Its charge is -2.



How do the records compare in ΔE to the lowest compared entry with this formula, charge and spin? In the order shown, they have 0.0, 0.0, 14.3 kcal per mole.